Formula: C49H58N8O3
Source: OMol25
Level of theory: ωB97M-V with the def2-TZVPD basis set

Cartesian coordinates (Å):
C -4.7756 -3.9293 -0.5024
C -3.4287 -4.0502 -0.1952
C -2.5425 -2.9622 -0.3950
N -3.0173 -1.7620 -0.9047
C -4.3059 -1.6616 -1.2252
C -5.2027 -2.7268 -1.0374
H -5.4637 -4.7272 -0.2736
H -3.0389 -4.9405 0.2969
H -1.4997 -3.1224 -0.2814
H -4.5521 -0.6350 -1.5710
H -6.2614 -2.5874 -1.2992
C -2.7218 2.4823 -1.5440
C -2.9560 1.2230 -2.0576
C -3.5778 1.1888 -3.3113
N -3.9236 2.2537 -4.1091
C -3.7121 3.4504 -3.5457
C -3.0614 3.5859 -2.2918
H -2.2606 2.6364 -0.5861
H -2.7410 0.3279 -1.5298
H -3.8309 0.2478 -3.7958
H -4.0196 4.3138 -4.0357
H -2.9085 4.6267 -2.0337
C -0.6155 -4.0056 3.9428
C 0.5894 -3.3902 4.2822
C 0.5430 -1.9987 4.5541
N -0.5451 -1.2317 4.3690
C -1.6522 -1.8236 4.0383
C -1.7067 -3.1990 3.7716
H -0.6351 -5.1051 3.7554
H 1.5172 -3.9447 4.4460
H 1.3562 -1.4039 5.0098
H -2.5561 -1.1952 3.9602
H -2.6258 -3.6849 3.4889
C -4.2551 1.8595 4.1012
C -4.7735 1.8897 2.8128
C -3.8413 1.8241 1.7694
N -2.5045 1.7090 1.9141
C -2.0755 1.6052 3.1405
C -2.9067 1.6568 4.2694
H -4.8458 2.0606 4.9799
H -5.8373 1.9396 2.5167
H -4.1246 1.9730 0.6872
H -1.0257 1.5556 3.2800
H -2.4963 1.6265 5.2584
C 2.6379 -5.1518 -1.7448
C 2.7401 -4.8758 -0.3753
C 1.5159 -4.5524 0.3101
N 0.3408 -4.4631 -0.3146
C 0.3000 -4.7481 -1.6320
C 1.4273 -5.0700 -2.3917
H 3.5515 -5.3685 -2.3408
H 3.6972 -4.8724 0.1901
H 1.5132 -4.3694 1.3591
H -0.6787 -4.5644 -2.0730
H 1.4344 -5.2309 -3.4562
C 4.6581 -1.3011 4.1950
C 4.7038 -2.5793 4.7583
C 4.7060 -3.7075 3.9145
N 4.5519 -3.5698 2.6289
C 4.3482 -2.3616 2.0569
C 4.4372 -1.1976 2.8232
H 4.6882 -0.4268 4.8304
H 5.0284 -2.7303 5.8112
H 4.8807 -4.7317 4.2775
H 4.1033 -2.4087 1.0390
H 4.1864 -0.2651 2.3678
C -1.4575 5.0159 1.2010
C -0.3372 4.7489 0.4902
C -0.0901 5.5243 -0.6487
N -0.9522 6.4828 -1.0829
C -1.9863 6.7819 -0.3409
C -2.3243 6.0863 0.8432
H -1.6500 4.3119 2.0001
H 0.3484 3.9248 0.6807
H 0.7773 5.3893 -1.2271
H -2.6110 7.5829 -0.7334
H -3.2402 6.2900 1.4273
C 5.6206 1.6752 0.4115
C 4.5103 2.1253 -0.3450
C 4.0029 3.3630 -0.0344
N 4.3443 4.1907 0.8979
C 5.5112 3.8677 1.5368
C 6.1524 2.6358 1.3282
H 6.0288 0.6990 0.3195
H 4.0054 1.5148 -1.1144
H 3.1340 3.7400 -0.6007
H 5.8744 4.6125 2.2261
H 7.0473 2.2926 1.8755
C -0.0430 -1.3274 -2.9557
C -0.5896 -1.3720 -4.3957
C -1.5797 -2.4305 -4.8929
O -0.1539 -0.5650 -5.1621
H 0.5481 -2.2415 -2.7991
H -0.8778 -1.3447 -2.1761
H 0.6302 -0.5020 -2.9774
H -2.5224 -1.9502 -5.1299
H -1.7623 -3.2785 -4.2426
H -1.3042 -2.8657 -5.8676
C 2.3762 1.7882 -5.0288
C 1.8580 2.4678 -3.8207
C 0.3864 2.8009 -3.8564
O 2.5438 2.4826 -2.8210
H 1.9272 0.8322 -5.3226
H 3.4397 1.6692 -5.0068
H 2.2830 2.5402 -5.8713
H -0.1371 1.8401 -3.9915
H 0.1176 3.3946 -4.7115
H 0.0543 3.2578 -2.8969
C 0.0314 -1.0508 1.1763
C 1.1317 -0.4840 0.2677
C 1.0152 0.9513 -0.1589
O 2.1260 -1.1187 -0.0953
H -0.9586 -0.9284 0.6921
H -0.0232 -0.5113 2.1021
H 0.1023 -2.1215 1.3764
H 0.2888 0.9351 -0.9841
H 1.8962 1.3936 -0.5581
H 0.5336 1.4803 0.6460

Force components x, y, z for each atom (eV/Å):
0.48 0.67 0.08
1.17 0.71 0.50
-3.22 0.44 -1.41
1.14 -1.86 0.66
0.43 -0.08 0.59
-0.89 0.71 -0.47
-0.12 -0.09 -0.16
-0.04 0.06 -0.32
0.79 0.30 0.43
-0.49 -1.08 0.10
0.54 -0.04 0.12
0.44 0.68 0.11
-1.04 0.91 -1.44
-0.08 0.37 -1.22
0.16 -0.34 1.77
1.39 -2.39 1.75
-1.08 0.76 -1.55
0.23 -0.16 0.36
0.33 -0.58 0.36
0.20 -0.12 0.25
-0.48 1.30 -1.13
0.26 -0.20 0.70
1.36 -0.66 -0.55
0.14 1.27 0.94
0.27 -0.15 0.01
1.11 0.26 1.04
-1.35 -0.93 -0.91
-1.11 -0.03 0.23
-0.17 1.07 0.15
-0.34 0.19 -0.09
0.01 -0.86 -0.63
0.46 -0.38 -0.12
-0.37 0.23 -0.05
-0.30 0.04 0.04
0.22 -0.15 -1.33
-0.07 0.34 -1.39
-1.20 0.15 -0.71
-0.36 0.04 1.49
0.34 0.30 -0.57
-0.39 -0.27 0.04
0.70 0.21 0.62
-0.14 -0.39 1.36
0.94 -0.28 0.14
0.31 -0.05 0.27
1.69 0.23 0.63
-1.19 0.21 0.66
1.37 -0.57 -1.89
0.41 -0.54 -0.37
0.24 0.73 0.20
-0.63 0.03 0.50
-0.72 0.11 0.58
-0.83 -0.09 -0.54
0.09 0.26 0.68
0.15 -0.33 -0.19
-0.51 -0.05 -0.18
-0.59 -0.97 0.03
1.57 -0.34 0.66
0.21 0.90 0.96
-0.59 -0.28 -1.95
0.64 -0.53 2.74
-0.64 -0.67 -0.26
0.13 0.07 -0.06
-0.74 0.26 -0.69
-0.17 0.56 0.04
-0.22 0.40 -1.32
0.23 0.61 -0.25
-1.80 0.54 0.75
1.43 0.36 -2.07
-2.01 0.78 0.66
2.07 -0.75 -0.13
-1.26 -0.38 1.26
0.72 -0.79 -0.16
-0.48 0.38 0.33
-0.23 0.19 0.34
0.94 -0.26 -0.77
-0.08 -0.09 0.23
0.71 -0.01 -0.48
-1.40 2.81 0.12
1.33 -1.77 0.38
-2.74 0.34 -1.76
2.83 0.62 1.65
-0.79 -0.93 -0.60
-0.03 -1.04 -0.26
0.36 -0.59 -0.14
0.54 0.44 0.49
0.30 -0.59 0.02
0.17 -0.07 0.23
-0.49 0.73 -0.10
-1.77 -1.57 -0.22
0.02 -1.10 1.05
0.11 -0.22 -0.42
0.20 0.91 -1.18
-0.13 0.13 0.05
1.15 0.37 -0.93
0.28 0.77 0.62
-0.30 0.26 0.30
0.00 0.12 0.48
0.47 0.41 0.33
0.52 1.39 -2.50
-0.51 -1.79 0.59
-0.03 -0.03 1.24
-0.22 0.81 0.35
-0.40 0.45 0.28
0.68 -0.30 0.60
-0.41 -0.98 0.45
0.13 0.17 0.06
-0.09 0.43 -0.30
0.21 -0.19 -0.76
-0.37 -0.22 -1.40
1.75 -0.78 -0.11
-1.72 -0.89 -0.15
-1.44 0.20 0.65
0.43 0.28 0.09
0.14 0.38 0.42
0.51 0.10 -0.05
-0.11 0.16 0.08
0.77 0.17 0.09
-0.04 0.67 0.24

Its energy is -69814.019 eV. The orbital gap is 0.358 Ha. The energy above the lowest of the compared OMol25 structures with the same formula, charge and spin comes out at 0.0 kcal per mole. As for the SMILES: c1ccncc1.c1ccncc1.c1ccncc1.c1ccncc1.c1ccncc1.c1ccncc1.c1ccncc1.c1ccncc1.CC(C)=O.CC(C)=O.CC(C)=O. As for the spin multiplicity: 1.